Record 1
The following is a DFT calculation (ωB97M-V/def2-TZVPD) of a cluster of 2 separate species, C42H42N3O in total at a distorted geometry.

Calculated values
- Energy above the lowest of the compared OMol25 structures with the same formula, charge and spin: 0.0 kJ/mol
- Charge: +1
- Multiplicity: 1
- Orbital gap: 4.91 eV
- HOMO level: -0.3321 Ha

CARTESIAN COORDINATES (ANGSTROEM)
C1 4.0734 -0.4610 4.4785
C2 3.1024 -0.6377 3.3587
C3 3.5697 -1.0895 2.1268
C4 2.7427 -1.2100 1.0058
C5 3.4045 -1.5746 -0.2867
C6 1.3803 -0.9008 1.1666
N1 0.4892 -0.8329 0.0366
C7 0.4008 -1.7995 -0.9578
C8 0.6372 -3.2086 -0.7454
C9 0.9807 -3.9707 -1.8869
C10 1.2727 -5.3263 -1.7630
C11 1.2080 -5.9436 -0.5005
C12 0.7822 -5.2113 0.6216
C13 0.4985 -3.8517 0.5063
N2 -0.0198 -1.2880 -2.0897
N3 -0.3087 0.0321 -1.8196
C14 -0.9252 0.8207 -2.8390
C15 -2.0409 0.2716 -3.4995
C16 -2.6182 -1.0457 -3.1208
C17 -2.6374 1.0088 -4.5300
C18 -2.1414 2.2627 -4.9107
C19 -2.7818 3.0620 -6.0096
C20 -1.0187 2.7679 -4.2567
C21 -0.3698 2.0466 -3.2533
C22 0.9060 2.6010 -2.7257
C23 0.0646 0.3501 -0.5580
C24 -0.5943 1.4154 0.2283
O1 -1.8564 1.2803 0.3779
C25 0.1953 2.5066 0.7982
C26 -0.5538 3.5822 1.4795
C27 1.6333 2.4591 0.9095
C28 2.4732 1.7903 -0.0094
C29 3.8600 1.7954 0.1147
C30 4.4830 2.4053 1.2019
C31 3.6789 3.0483 2.1470
C32 2.3019 3.1395 1.9689
C33 0.8635 -0.5463 2.4200
C34 -0.6025 -0.4116 2.6605
C35 1.7444 -0.3569 3.4885
H1 3.5915 -0.0623 5.3701
H2 4.5430 -1.4121 4.7460
H3 4.8849 0.2171 4.1957
H4 4.6363 -1.3116 2.0167
H5 3.1425 -0.9062 -1.1068
H6 4.4895 -1.4960 -0.1556
H7 3.2045 -2.6049 -0.5947
H8 1.0374 -3.4566 -2.8496
H9 1.5521 -5.8974 -2.6543
H10 1.5003 -6.9903 -0.3933
H11 0.6822 -5.7140 1.5858
H12 0.1771 -3.2830 1.3779
H13 -3.3971 -1.3014 -3.8441
H14 -1.8680 -1.8396 -3.1240
H15 -3.0925 -1.0361 -2.1339
H16 -3.5082 0.5866 -5.0450
H17 -2.2795 4.0331 -6.0775
H18 -2.6923 2.5637 -6.9835
H19 -3.8473 3.2325 -5.8166
H20 -0.6241 3.7415 -4.5624
H21 1.1388 3.5366 -3.2481
H22 0.8375 2.8495 -1.6607
H23 1.7585 1.9290 -2.8822
H24 0.0292 4.5161 1.4883
H25 -1.5285 3.7304 0.9937
H26 -0.6848 3.3134 2.5426
H27 2.0050 1.2729 -0.8494
H28 4.4595 1.2956 -0.6436
H29 5.5681 2.3734 1.3106
H30 4.1445 3.5017 3.0204
H31 1.7090 3.7099 2.6868
H32 -0.9488 -1.1529 3.3941
H33 -0.8775 0.5815 3.0326
H34 -1.1844 -0.5801 1.7615
H35 1.3374 0.0016 4.4358
C36 -3.4743 -0.1289 0.3838
C37 -4.2172 0.8884 1.0153
C38 -5.0375 0.7925 2.1275
C39 -5.1106 -0.2260 3.0700
C40 -4.3223 -1.3643 3.1297
C41 -3.5376 -1.9250 2.1284
C42 -3.2244 -1.4217 0.8620
H36 -3.3897 -0.0531 -0.7053
H37 -4.2038 1.8606 0.5073
H38 -5.6833 1.6687 2.2993
H39 -5.7986 -0.0614 3.9049
H40 -4.3419 -1.9070 4.0836
H41 -3.1369 -2.9325 2.3444
H42 -2.6958 -2.1112 0.1821



Record 2
The following is a DFT calculation (ωB97M-V/def2-TZVPD) of a structure of composition C42H42O2P2Pb at a distorted geometry.

Calculated values
- Energy above the lowest of the compared OMol25 structures with the same formula, charge and spin: 0.0 kJ/mol
- Charge: +2
- Multiplicity: 1
- Orbital gap (alpha / beta): 4.26 / 4.50 eV
- HOMO level (alpha / beta): -0.4776 / -0.4776 Ha

CARTESIAN COORDINATES (ANGSTROEM)
Pb1 1.7002 -1.5137 -2.6933
C1 -2.4175 0.2926 0.5339
C2 -2.7027 0.2018 -0.7784
C3 -3.2833 1.2519 -1.6882
C4 -2.2384 2.1512 -2.3930
C5 -1.1229 2.6529 -1.5202
C6 -1.2424 3.1190 -0.2721
C7 -2.4047 2.9161 0.6472
C8 -2.5302 1.5367 1.3705
C9 2.8155 0.3393 -2.0740
H1 -2.1159 -0.6242 1.0809
H2 -2.6149 -0.7976 -1.2315
H3 -3.9605 1.9189 -1.1452
H4 -3.8668 0.7218 -2.4631
H5 -1.8140 1.5737 -3.2201
H6 -2.7896 2.9608 -2.9005
H7 -0.1540 2.6859 -2.0222
H8 -0.4807 3.8081 0.1270
H9 -3.3680 3.0645 0.1454
H10 -2.2707 3.6508 1.4670
H11 -1.7742 1.4896 2.1646
H12 -3.4971 1.5079 1.9145
H13 3.3558 -0.1389 -1.2412
H14 2.1150 1.0705 -1.6445
H15 3.5004 0.8018 -2.7958
P1 0.2000 -2.2136 -8.0494
P2 2.1673 0.2731 -8.5877
C10 -0.4473 -0.6626 -8.7368
C11 0.4036 0.3459 -9.0531
C12 -0.5244 -3.3784 -9.3206
C13 -1.6683 -3.0736 -10.0799
C14 -2.0028 -3.8655 -11.1872
C15 -1.2877 -5.0387 -11.4535
C16 -0.2412 -5.4256 -10.6030
C17 0.1637 -4.5897 -9.5600
C18 -0.9256 -2.4265 -6.6081
C19 -0.7545 -1.5701 -5.5002
C20 -1.6413 -1.6421 -4.4244
C21 -2.7056 -2.5566 -4.4519
C22 -2.8254 -3.4577 -5.5161
C23 -1.9131 -3.4196 -6.5756
C24 2.8163 0.8365 -10.2647
C25 2.5473 0.0302 -11.3953
C26 2.9159 0.4582 -12.6764
C27 3.5532 1.6946 -12.8502
C28 3.8363 2.4907 -11.7348
C29 3.4977 2.0519 -10.4470
C30 2.2586 1.8482 -7.6448
C31 3.4239 2.0683 -6.8819
C32 3.5524 3.2323 -6.1248
C33 2.5266 4.1904 -6.1215
C34 1.3755 3.9804 -6.8875
C35 1.2323 2.8031 -7.6291
H16 -1.5167 -0.6153 -8.9550
H17 0.1345 1.2142 -9.6714
H18 -2.2945 -2.2122 -9.8290
H19 -2.8240 -3.5572 -11.8404
H20 -1.5453 -5.6517 -12.3204
H21 0.2778 -6.3710 -10.7637
H22 1.0154 -4.8616 -8.9302
H23 0.0764 -0.8531 -5.4872
H24 -1.5039 -0.9914 -3.5522
H25 -3.4290 -2.5748 -3.6348
H26 -3.6282 -4.1968 -5.5294
H27 -1.9828 -4.1425 -7.3924
H28 2.0267 -0.9250 -11.2718
H29 2.6992 -0.1733 -13.5427
H30 3.8194 2.0364 -13.8510
H31 4.3183 3.4639 -11.8596
H32 3.7414 2.6826 -9.5851
H33 4.2214 1.3242 -6.8902
H34 4.4549 3.3986 -5.5345
H35 2.6206 5.0951 -5.5161
H36 0.5759 4.7264 -6.9080
H37 0.3149 2.6477 -8.1935
O1 1.7443 -1.8965 -0.3460
C36 0.8549 -1.0444 0.0837
O2 0.0680 -0.4492 -0.7161
C37 0.8032 -0.7400 1.5962
C38 0.3107 0.4813 2.1001
C39 0.2584 0.7589 3.4965
C40 0.7651 -0.1639 4.4085
C41 1.2925 -1.3710 3.9143
C42 1.3042 -1.6557 2.5450
H38 -0.0158 1.2769 1.4060
H39 -0.1235 1.7148 3.8905
H40 0.7994 0.1015 5.4760
H41 1.7328 -2.0362 4.6532
H42 1.7567 -2.5660 2.1636



Record 3
The following is a DFT calculation (ωB97M-V/def2-TZVPD) of a structure of composition C42H43BrCsFN11O5S2 at a distorted geometry.

Calculated values
- Energy above the lowest of the compared OMol25 structures with the same formula, charge and spin: 478.9 kJ/mol
- Charge: +1
- Multiplicity: 1
- Orbital gap: 5.92 eV
- HOMO level: -0.3306 Ha

CARTESIAN COORDINATES (ANGSTROEM)
Cs1 -0.4331 0.5882 0.2247
C1 -0.9880 -4.4664 3.2798
C2 -0.7896 -3.1075 2.6621
N1 -0.6420 -2.9076 1.4101
N2 -0.6791 -4.0089 0.6108
C3 -0.4535 -3.9391 -0.7322
N3 -0.5357 -5.1509 -1.3398
S1 -0.0710 -2.5681 -1.5747
C4 -0.7628 -1.9054 3.5413
C5 -1.5549 -1.8582 4.6817
C6 -1.5352 -0.7131 5.4643
C7 -0.7152 0.3330 5.0895
C8 0.0517 0.1931 3.9391
N4 0.0301 -0.8939 3.1733
H1 -0.1820 -5.1425 2.9803
H2 -1.9385 -4.9138 2.9748
H3 -0.9715 -4.4150 4.3637
H4 -0.8132 -4.9194 1.0272
H5 -1.0060 -5.9272 -0.9047
H6 -0.4813 -5.1427 -2.3429
H7 -2.1972 -2.6879 4.9438
H8 -2.1559 -0.6459 6.3483
H9 -0.6576 1.2506 5.6575
H10 0.7052 0.9974 3.6191
C9 -4.4275 4.3434 -5.5258
C10 -3.9947 5.3640 -4.4828
N5 -2.9303 4.8624 -3.6167
C11 -3.2685 4.3198 -2.4131
C12 -2.4266 3.7166 -1.5349
C13 -3.0775 3.1473 -0.2365
O1 -4.3028 3.2936 -0.1657
O2 -2.2813 2.6147 0.5724
C14 -1.0350 3.6313 -1.8915
O3 -0.1228 3.1043 -1.2510
C15 -0.6675 4.2226 -3.1934
C16 0.6694 4.1480 -3.5856
C17 1.0440 4.6303 -4.7987
F1 2.3410 4.5674 -5.1825
C18 0.1202 5.1941 -5.6853
C19 -1.2040 5.2874 -5.2964
C20 -1.6133 4.8099 -4.0390
N6 0.5618 5.6525 -6.9357
C21 1.4592 4.8716 -7.7482
C22 0.8465 4.6274 -9.1157
N7 0.4634 5.9572 -9.7278
C23 -0.4906 6.7279 -8.8493
C24 0.1708 6.9130 -7.4916
H11 -5.2172 4.7545 -6.1552
H12 -4.8122 3.4475 -5.0387
H13 -3.5946 4.0460 -6.1654
H14 -4.8325 5.6166 -3.8359
H15 -3.6676 6.2983 -4.9424
H16 -4.3171 4.3590 -2.1388
H17 1.3836 3.6958 -2.9106
H18 -1.9256 5.6867 -5.9956
H19 1.6412 3.8975 -7.2940
H20 2.4337 5.3708 -7.8623
H21 -0.0696 4.0438 -9.0329
H22 1.5377 4.1352 -9.7979
H23 0.0547 5.8114 -10.6503
H24 1.3097 6.5161 -9.8636
H25 -1.3957 6.1266 -8.7783
H26 -0.7072 7.6744 -9.3422
H27 -0.5127 7.4314 -6.8225
H28 1.0490 7.5685 -7.6212
C25 3.1593 -1.2065 1.0241
O4 2.6046 -0.5491 -0.1072
C26 3.3583 -0.4277 -1.2151
C27 4.6708 -0.8336 -1.3329
C28 5.3515 -0.6300 -2.5365
Br1 7.1582 -1.1797 -2.6640
C29 4.7498 -0.0287 -3.6076
C30 3.4106 0.3887 -3.5028
C31 2.7107 0.1878 -2.3130
O5 1.4366 0.5448 -2.1322
C32 2.7300 1.0235 -4.6258
N8 1.5379 1.5750 -4.5488
C33 1.2427 2.0328 -5.8160
C34 0.0929 2.6543 -6.2962
C35 0.0356 2.9451 -7.6495
C36 1.1060 2.6462 -8.5072
C37 2.2655 2.0471 -8.0371
C38 2.3081 1.7421 -6.6819
N9 3.2446 1.1051 -5.8930
H29 3.4604 -2.2251 0.7665
H30 2.3646 -1.2320 1.7661
H31 4.0142 -0.6509 1.4166
H32 5.1811 -1.2988 -0.5033
H33 5.3219 0.1425 -4.5091
H34 1.1059 0.9786 -2.9554
H35 -0.7327 2.8694 -5.6279
H36 -0.8704 3.3762 -8.0622
H37 1.0135 2.8522 -9.5672
H38 3.0793 1.7979 -8.7054
H39 4.1061 0.6904 -6.2015
S2 1.8934 2.7926 2.0370
C39 0.4466 3.5750 2.3473
N10 -0.0751 4.4016 1.3843
C40 -1.2206 5.0830 1.5300
C41 -1.8974 5.0109 2.7058
C42 -1.3642 4.1252 3.6549
N11 -0.2577 3.4379 3.5022
H40 0.3685 4.3329 0.4749
H41 -1.5551 5.6519 0.6739
H42 -2.8281 5.5309 2.8615
H43 -1.8934 3.9653 4.5899



Record 4
The following is a DFT calculation (ωB97M-V/def2-TZVPD) of a structure of composition C42H43Cl3N2O4PtS3.

Calculated values
- Energy above the lowest of the compared OMol25 structures with the same formula, charge and spin: 69.8 kJ/mol
- Charge: +2
- Multiplicity: 1
- Orbital gap: 6.05 eV
- HOMO level: -0.4513 Ha

CARTESIAN COORDINATES (ANGSTROEM)
Pt1 -0.5236 -0.2854 -0.1311
O1 -2.1259 0.6097 0.7250
S1 -3.5315 -0.0334 0.5964
C1 -3.4030 -1.5036 -0.4855
C2 -2.8657 -2.8289 0.0544
C3 -1.3994 -2.8713 0.5033
C4 -0.4006 -3.7364 -0.2742
S2 0.6757 -2.8557 -1.4836
O2 0.9689 -1.4458 -0.9418
C5 -0.4705 -2.6910 -2.8418
C6 -0.8956 -1.4521 -3.2936
C7 -1.7477 -1.3975 -4.3902
C8 -2.1485 -2.5640 -5.0245
C9 -1.6859 -3.7979 -4.5808
C10 -0.8338 -3.8674 -3.4914
C11 -3.8177 -0.8054 2.1692
C12 -5.1112 -1.2319 2.4417
C13 -5.3629 -1.8525 3.6559
C14 -4.3362 -2.0169 4.5777
C15 -3.0543 -1.5617 4.2952
C16 -2.7828 -0.9475 3.0807
H1 -2.8223 -1.1356 -1.3373
H2 -4.4296 -1.6408 -0.8346
H3 -3.0240 -3.5478 -0.7528
H4 -3.4875 -3.1577 0.8872
H5 -1.3151 -3.0622 1.5698
H6 -0.9502 -1.8650 0.4231
H7 -0.9002 -4.4927 -0.8802
H8 0.2937 -4.2389 0.3973
H9 -0.5584 -0.5429 -2.8166
H10 -2.0870 -0.4370 -4.7555
H11 -2.8050 -2.5136 -5.8826
H12 -1.9750 -4.7048 -5.0939
H13 -0.4467 -4.8279 -3.1687
H14 -5.9137 -1.0757 1.7295
H15 -6.3631 -2.1914 3.8886
H16 -4.5414 -2.4877 5.5296
H17 -2.2662 -1.6745 5.0280
H18 -1.7964 -0.5607 2.8534
Cl1 -2.2446 7.3738 -5.8423
C17 -1.0490 6.2143 -5.3948
C18 -1.3345 5.2750 -4.4144
C19 -0.3620 4.3549 -4.0690
C20 0.8937 4.3381 -4.6763
C21 1.9292 3.3169 -4.2820
C22 2.3710 3.3941 -2.8184
N1 1.3895 2.8649 -1.8719
C23 0.6293 3.5835 -0.9744
C24 -0.1684 2.6948 -0.3318
N2 0.0996 1.4477 -0.8540
C25 1.0534 1.5794 -1.7645
O3 1.5476 1.9654 -4.4961
C26 0.6695 1.7029 -5.5867
C27 1.1871 2.1803 -6.9073
C28 2.3929 1.8329 -7.4407
Cl2 3.5603 0.7954 -6.7309
S3 2.6707 2.5399 -8.9733
C29 1.1458 3.3130 -8.9341
C30 0.4700 3.0417 -7.7878
C31 1.1400 5.2914 -5.6656
Cl3 2.6541 5.3530 -6.5068
C32 0.1828 6.2298 -6.0240
H19 -2.3048 5.2697 -3.9381
H20 -0.6005 3.6076 -3.3203
H21 2.8439 3.5134 -4.8456
H22 2.5734 4.4261 -2.5405
H23 3.2896 2.8206 -2.7009
H24 0.7269 4.6502 -0.8722
H25 -0.9030 2.8437 0.4387
H26 1.4967 0.7885 -2.3426
H27 -0.3128 2.1507 -5.4119
H28 0.5632 0.6155 -5.5783
H29 0.8363 3.9364 -9.7572
H30 -0.5061 3.4491 -7.5583
H31 0.3998 6.9606 -6.7899
C33 6.0986 2.4415 5.7796
C34 4.8662 1.9583 5.0742
C35 3.7383 1.5671 5.7847
C36 2.5963 1.1143 5.1454
C37 1.4133 0.7157 5.9959
C38 2.5867 1.0411 3.7356
C39 1.3928 0.5302 3.0807
O4 1.2515 0.3383 1.8800
C40 3.7212 1.4479 2.9942
C41 3.7686 1.4269 1.4905
C42 4.8327 1.8976 3.6828
H32 5.9729 2.4286 6.8603
H33 6.3412 3.4604 5.4741
H34 6.9552 1.8154 5.5257
H35 3.7521 1.6198 6.8669
H36 1.6402 0.8884 7.0456
H37 1.1696 -0.3427 5.8858
H38 0.5211 1.2960 5.7557
H39 0.5502 0.3037 3.7543
H40 2.9538 2.0142 1.0628
H41 3.6587 0.4144 1.1015
H42 4.7177 1.8356 1.1471
H43 5.7057 2.2126 3.1222



Record 5
The following is a DFT calculation (ωB97M-V/def2-TZVPD) of a structure of composition C42H43N2P2PdSSi.

Calculated values
- Energy above the lowest of the compared OMol25 structures with the same formula, charge and spin: 170.3 kJ/mol
- Charge: +1
- Multiplicity: 1
- Orbital gap: 6.95 eV
- HOMO level: -0.3676 Ha

CARTESIAN COORDINATES (ANGSTROEM)
Pd1 -0.7830 0.0499 0.0279
C1 -1.6759 -1.8090 2.7104
Si1 -0.3123 -0.6640 2.1366
C2 1.3123 -1.5763 2.0183
C3 2.2282 -1.7272 3.0579
C4 3.3572 -2.5146 2.8803
C5 3.5764 -3.1601 1.6695
C6 2.6671 -3.0288 0.6305
C7 1.5357 -2.2418 0.8110
P1 0.2280 -1.9902 -0.4348
C8 -0.8086 -3.4690 -0.3767
C9 -2.1836 -3.3256 -0.5271
C10 -3.0069 -4.4439 -0.5069
C11 -2.4577 -5.7032 -0.3295
C12 -1.0830 -5.8512 -0.1784
C13 -0.2586 -4.7389 -0.2060
C14 1.0858 -2.0859 -2.0230
C15 0.5320 -2.7869 -3.0891
C16 1.1713 -2.7930 -4.3199
C17 2.3642 -2.1066 -4.4861
C18 2.9232 -1.4117 -3.4207
C19 2.2807 -1.3906 -2.1950
C20 -0.2908 0.8357 3.2731
C21 -0.4074 0.6172 4.6483
C22 -0.4350 1.6782 5.5437
C23 -0.3875 2.9817 5.0740
C24 -0.3095 3.2236 3.7097
C25 -0.2538 2.1610 2.8176
P2 -0.1828 2.3502 1.0146
C26 -1.9347 2.0874 0.5128
C27 -2.1950 2.0089 -0.8691
C28 -3.4671 1.7002 -1.3332
C29 -4.4980 1.4646 -0.4336
C30 -4.2493 1.5197 0.9310
C31 -2.9792 1.8169 1.4050
C32 0.0819 4.1242 0.7135
C33 1.3313 4.6416 1.0613
C34 1.6203 5.9787 0.8490
C35 0.6720 6.8093 0.2649
C36 -0.5643 6.2982 -0.0972
C37 -0.8616 4.9604 0.1270
H1 -1.4702 -2.0914 3.7484
H2 -1.7158 -2.7285 2.1268
H3 -2.6554 -1.3302 2.6824
H4 2.0785 -1.2157 4.0019
H5 4.0758 -2.6152 3.6832
H6 4.4658 -3.7610 1.5320
H7 2.8566 -3.5191 -0.3169
H8 -2.6090 -2.3352 -0.6476
H9 -4.0763 -4.3263 -0.6219
H10 -3.0995 -6.5739 -0.3036
H11 -0.6545 -6.8345 -0.0376
H12 0.8095 -4.8648 -0.0860
H13 -0.3975 -3.3284 -2.9658
H14 0.7382 -3.3397 -5.1473
H15 2.8668 -2.1186 -5.4448
H16 3.8596 -0.8838 -3.5457
H17 2.7131 -0.8309 -1.3735
H18 -0.4642 -0.3910 5.0437
H19 -0.4998 1.4841 6.6063
H20 -0.4236 3.8113 5.7676
H21 -0.2910 4.2420 3.3424
H22 -1.4103 2.2195 -1.5900
H23 -3.6357 1.6382 -2.4001
H24 -5.4890 1.2245 -0.7951
H25 -5.0468 1.3280 1.6370
H26 -2.7982 1.8522 2.4722
H27 2.0837 3.9982 1.5046
H28 2.5882 6.3716 1.1309
H29 0.8994 7.8527 0.0913
H30 -1.3073 6.9407 -0.5509
H31 -1.8378 4.5826 -0.1485
C38 1.3658 3.6405 -4.5786
C39 1.7506 2.1986 -4.8651
N1 0.7370 1.4931 -5.6368
C40 -0.2849 0.7942 -5.1019
S1 -0.4489 0.5730 -3.4431
N2 -1.1548 0.2753 -5.9934
C41 -2.3734 -0.4410 -5.6456
C42 -3.5768 0.4812 -5.5450
H32 2.1370 4.1360 -3.9878
H33 0.4325 3.6689 -4.0151
H34 1.2342 4.2103 -5.4997
H35 1.8812 1.6472 -3.9368
H36 2.6870 2.1365 -5.4223
H37 0.7179 1.6622 -6.6303
H38 -1.0321 0.5184 -6.9639
H39 -2.1886 -0.9429 -4.6984
H40 -2.5285 -1.2104 -6.4035
H41 -3.3851 1.2674 -4.8138
H42 -4.4639 -0.0735 -5.2367
H43 -3.7967 0.9539 -6.5034